Below is C53H51BrLuN5O4P2Si as an isolated structure at a distorted geometry, with properties calculated with the ωB97M-V functional and the def2-TZVPD basis.

Structure (XYZ):
```
118
Properties=species:S:1:pos:R:3:forces:R:3
C 5.276 -1.060 -1.983 0.1 0.2 -1.3
Si 4.555 1.630 -3.134 1.0 -0.8 1.3
H -0.294 -2.616 -0.175 0.0 0.1 0.5
C 3.084 -1.831 -1.502 2.0 1.1 -0.9
H -0.732 1.135 7.008 0.0 0.1 -0.2
C -5.181 0.019 5.498 0.6 -0.3 0.0
C -0.746 -4.430 -1.304 -0.6 1.1 1.4
C 3.257 -3.546 3.926 0.2 0.3 0.8
H -6.950 0.270 -2.485 0.3 0.2 -0.4
C -5.139 0.423 -1.371 0.7 -0.7 -1.1
H -0.355 -0.716 5.485 0.0 -0.3 -0.1
H 5.915 3.201 -1.630 0.4 -1.0 -0.4
N -0.228 3.079 -1.445 0.3 0.1 -0.3
C -2.994 4.062 1.938 0.8 0.9 1.9
H 0.068 2.928 -6.716 -0.1 -0.1 0.1
C -0.195 2.899 4.167 -0.1 1.3 0.5
H 3.683 3.346 -4.730 -0.1 0.1 0.2
P -0.007 -0.640 2.358 -1.2 -0.7 0.3
H 4.696 0.258 -5.289 -0.6 -0.2 0.1
C -0.216 0.536 3.736 0.5 1.1 -1.3
C 2.133 -4.066 3.305 0.0 0.3 -0.1
H 2.958 -3.708 -0.474 0.7 0.5 -0.6
C -4.372 0.175 4.400 -0.2 0.3 -0.9
H -0.419 3.450 6.241 -0.2 -0.3 -0.3
C 0.365 2.453 -4.676 -0.1 -2.1 0.3
N 3.423 0.542 -2.314 -0.3 1.3 -1.0
H -1.941 -2.015 5.042 -0.2 -0.2 0.3
H 5.955 1.516 -1.096 -0.2 -0.3 0.6
C 0.443 -4.584 -3.385 -0.4 0.3 -0.8
H -2.851 4.411 2.973 -0.4 0.0 -0.5
N 2.449 2.458 0.671 3.4 -0.7 -0.1
C 0.951 -2.782 -1.887 -0.2 0.2 -0.2
C 0.081 2.125 -5.986 0.5 0.7 -1.2
C -0.035 0.805 -6.409 -0.5 -1.5 1.6
C 3.670 -3.017 -0.990 -1.8 0.1 0.4
H -0.019 2.090 2.190 0.0 -0.2 0.6
C -1.362 3.171 -1.236 1.2 -0.6 0.2
H 0.549 -5.049 -4.378 0.0 0.1 0.6
H -1.622 -2.376 3.264 0.3 -0.6 0.3
H -3.049 6.036 1.186 -0.2 -0.1 -0.6
H -6.046 0.621 5.582 -0.7 0.5 0.2
C 1.119 -3.211 2.850 -0.3 -0.1 0.8
H -2.104 -0.802 -2.364 -0.8 0.3 0.1
H -4.555 0.985 3.704 -0.3 -0.1 0.1
H -3.349 -1.188 -4.447 -0.6 0.5 0.7
P -2.741 0.429 0.224 0.5 -0.6 -0.3
H 6.846 -2.434 -1.895 0.4 -0.2 0.3
C -0.073 -3.209 -1.040 0.7 -0.7 -0.3
C -2.757 3.171 -0.793 -1.2 -0.7 0.3
H -3.274 5.254 -1.227 -0.1 0.2 -0.1
H -5.621 0.924 -0.573 -0.4 0.3 0.8
H -1.471 -4.812 -0.520 0.8 0.5 -1.3
C 5.811 -2.291 -1.651 -0.8 -0.8 0.5
C 3.649 3.284 -3.638 0.4 0.0 0.7
N 0.522 1.498 -3.714 -1.2 0.7 -1.5
H 1.795 -2.936 -3.839 0.5 -0.2 -0.3
H 4.116 -1.737 4.805 -0.1 -0.3 -0.2
C 5.023 -3.302 -1.067 0.3 1.5 -0.3
H 2.628 3.563 -3.343 0.0 0.6 -0.5
C 6.008 2.132 -1.972 -1.1 0.9 -0.5
C -0.130 1.879 3.263 -0.2 -1.2 0.0
H -0.414 -1.188 -5.563 0.2 0.5 0.2
C -2.880 -1.492 5.168 0.0 -0.8 0.5
H -1.880 -2.086 1.553 0.1 -0.2 -0.2
H 4.268 4.084 -3.173 -0.4 -0.4 -0.5
H 6.962 1.890 -2.434 0.2 0.4 -0.1
C -5.867 0.146 -2.540 0.1 -0.2 1.1
H 4.075 -4.182 4.262 -0.3 0.0 -0.1
C -3.172 -0.490 -2.406 0.2 -0.3 0.3
H 2.017 -5.148 3.251 0.0 0.3 -0.4
C 2.308 -1.330 3.757 -0.7 -0.9 0.7
C -3.030 4.991 0.867 -0.2 -0.4 1.2
H -3.191 1.985 2.493 0.3 0.0 0.5
C -0.368 0.282 5.088 -0.2 0.1 -0.5
H -5.905 -0.691 -4.477 0.6 0.1 0.0
C -2.962 2.195 0.393 -0.6 0.4 1.3
O 1.619 1.509 0.306 1.7 2.4 1.4
C -3.032 2.713 1.721 0.0 -0.4 -3.0
C 3.900 -0.719 -2.020 0.3 -2.7 2.1
Lu 1.943 2.072 -2.005 -1.3 -1.5 2.1
C 1.158 -3.418 -3.125 -0.7 -0.2 1.2
H 6.033 -0.412 -2.428 -0.4 0.2 0.2
C 1.136 -1.821 3.127 1.4 -1.0 -0.6
H -4.056 -1.370 1.152 0.0 0.1 0.4
C 5.276 0.923 -4.668 1.2 0.3 -1.1
C -4.858 -0.916 6.448 1.2 -1.4 0.6
C -1.693 -1.615 2.513 0.5 0.8 -0.1
C -0.424 2.629 5.518 0.3 1.2 -0.2
C 3.292 -2.185 4.245 0.1 0.2 -0.9
Br -0.076 0.199 -8.247 -0.1 0.7 1.3
O 2.902 3.160 -0.420 -0.7 -0.2 2.5
H 6.230 0.388 -4.497 -0.5 0.3 0.2
C -3.619 -1.617 6.348 -0.8 0.8 0.0
H -3.330 2.878 -1.698 0.1 -0.2 0.3
H -3.244 -2.190 7.221 -0.3 0.2 -0.9
C -0.561 1.341 5.950 0.3 -0.6 1.1
C -3.352 -0.725 4.106 0.0 0.4 -0.2
H 0.440 3.458 -4.354 0.3 0.9 0.1
C -5.255 -0.431 -3.637 0.0 -0.2 -0.1
C 0.105 0.278 -4.039 0.6 -1.3 -0.6
H 0.112 -0.487 -3.264 0.1 0.3 0.0
C -3.883 -0.715 -3.587 0.2 -0.4 -0.4
H 5.457 -4.179 -0.608 -0.1 -0.1 -0.2
C -3.789 0.052 -1.253 -0.3 0.2 -0.8
H 5.555 1.758 -5.339 0.0 -0.2 0.2
H -5.534 -1.172 7.249 0.0 0.3 0.3
O 1.731 -1.639 -1.559 -1.4 -0.7 0.0
C -0.525 -5.078 -2.490 0.4 -0.4 -0.7
O 3.074 2.617 1.766 -3.7 -0.9 -4.2
H 0.261 -3.726 2.406 0.1 0.5 0.0
H -4.500 0.175 1.955 -0.4 0.0 0.1
H 2.385 -0.297 4.035 -0.1 0.5 -0.1
C -3.684 -0.462 1.667 0.9 0.6 -1.0
N -2.823 -0.768 2.814 0.0 0.3 -0.5
C -0.167 -0.143 -5.347 0.1 0.8 -1.2
C -3.150 4.568 -0.404 0.3 0.5 -0.6
H -1.135 -5.939 -2.774 0.4 0.1 0.2
H -0.075 3.939 3.835 -0.1 -0.5 0.1
```
Positions in Å, forces in eV/Å.

Values from the calculation:
- Energy above the lowest of the compared OMol25 structures with the same formula, charge and spin: 35.38 kcal/mol
- Total charge: 0
- Frontier orbital gap: 0.13221 Eh
- LUMO energy: -1.35 eV
- F_max: 5.609 eV/A
- HOMO energy: -4.94 eV

Below is one molecule with the formula C18H19Cl2N5 at a distorted geometry, with properties calculated with the ωB97M-V functional and the def2-TZVPD basis.

Structure (XYZ):
```
44
Properties=species:S:1:pos:R:3:forces:R:3
H -1.653 0.242 -5.007 0.0 0.0 -0.1
C 1.418 -0.430 3.739 0.0 0.1 0.1
N 2.151 -0.022 1.480 -0.1 -0.1 -0.3
H -3.542 1.257 -3.477 0.0 0.0 0.1
C 1.077 -1.662 4.293 -0.2 0.4 0.2
N 0.525 -1.810 1.269 0.3 0.0 0.4
C -1.033 -1.088 -3.409 -0.3 -0.3 -0.3
C -0.865 -0.722 5.333 0.1 0.0 -0.1
H 0.533 0.781 -4.185 0.0 0.0 0.0
H -2.156 3.067 -2.852 0.0 0.1 -0.1
C -2.061 -0.173 -4.083 0.1 0.0 0.2
H -2.561 0.643 -2.148 -0.1 0.0 0.1
N -0.082 -0.376 -2.587 -0.1 -0.1 0.0
C -2.527 0.977 -3.186 0.0 0.1 -0.3
N 1.924 0.913 -0.532 0.3 0.5 -0.2
H 3.226 -1.155 2.855 -0.1 0.3 0.0
Cl 2.055 -3.046 4.005 0.2 -0.4 0.0
C -0.556 0.515 4.796 0.0 0.1 -0.1
H -2.914 -0.794 -4.360 0.0 0.0 -0.1
C -0.051 -1.812 5.085 0.1 0.0 0.0
H -1.184 1.372 4.980 0.0 0.1 0.0
H -0.900 -3.136 0.663 -0.1 -0.1 0.0
C 1.203 -0.750 0.822 -0.6 -0.2 -0.9
H -1.533 -1.798 -2.748 0.1 0.1 -0.3
H -1.746 -0.837 5.945 -0.1 0.0 0.1
C -0.275 2.075 -2.638 0.0 -0.1 -0.3
H -0.288 -2.780 5.495 0.0 -0.1 0.0
C 2.604 -0.255 2.828 0.1 -0.2 0.3
C 0.144 -0.772 -1.325 0.1 -0.2 0.3
H 1.529 0.919 -2.717 -0.1 0.0 -0.3
Cl 0.935 2.196 3.331 0.0 0.3 0.0
C -0.313 -2.277 0.365 0.0 -0.1 0.3
C 0.507 0.840 -3.095 0.3 0.5 0.2
H -0.397 2.014 -1.556 0.1 0.0 0.1
H -1.502 2.451 -4.366 0.0 0.0 -0.1
C -1.640 2.218 -3.307 0.0 -0.1 0.3
C 0.573 0.646 4.006 -0.1 -0.3 0.2
H -0.491 -1.654 -4.179 -0.1 0.0 0.1
C 2.531 0.960 0.613 0.1 0.1 -0.3
H 3.203 0.606 3.140 -0.1 -0.1 -0.1
H 3.270 1.693 0.871 0.2 0.1 0.2
H 0.322 2.964 -2.851 0.1 0.1 0.1
N -0.529 -1.839 -0.860 -0.1 0.2 -0.4
C 1.069 -0.161 -0.447 0.1 -0.4 0.8
```
Positions in Å, forces in eV/Å.

Values from the calculation:
- Energy above the lowest of the compared OMol25 structures with the same formula, charge and spin: 0.00 kcal/mol
- Total charge: 0
- Frontier orbital gap: 0.31370 Eh
- LUMO energy: 0.72 eV
- F_max: 1.102 eV/A
- HOMO energy: -7.81 eV
- SMILES: Clc1cccc(Cl)c1Cn1cnc2c(N3CCCCCC3)ncnc21